No. 1
Computed, not measured: a molecular structure, C20H41B2Cl2I2NO5PS in a non-equilibrium geometry, with ωB97M-V/def2-TZVPD.

Geometry as XYZ:
```
75
Properties=species:S:1:pos:R:3:mulliken_charge:R:1
I -2.34 -3.13 3.86 -0.01
I 1.21 -2.62 4.51 -0.07
Cl 3.60 5.02 1.40 -0.07
Cl 6.50 3.46 0.63 -0.18
S 2.67 1.80 0.44 -0.34
P -0.34 2.31 0.95 -0.16
O 3.24 1.94 4.51 -0.58
O 2.16 -0.20 2.73 -0.83
O 0.71 0.04 0.93 -0.04
O -0.57 1.95 -0.64 -0.29
O 0.27 3.84 0.81 -0.50
N 1.60 3.47 3.58 -0.31
C 5.77 4.84 -0.22 -0.47
C -1.04 -2.05 2.56 -0.67
C -0.47 -3.23 -3.62 -1.17
C 0.26 -1.84 2.78 -0.06
C 0.59 -2.75 -1.30 -0.17
C -3.47 0.41 -1.13 0.94
C 1.44 0.98 2.88 -1.35
C -3.82 -0.50 -2.33 -0.78
C 0.75 -3.67 -0.10 -0.47
C 2.37 -1.96 0.95 -0.78
C -2.48 -1.75 -4.16 -0.97
C 5.05 5.77 0.72 -0.51
C -2.74 -0.42 -3.42 -0.61
C -1.75 -1.49 1.35 0.06
C -0.69 -3.12 -2.10 0.52
C 1.15 1.29 1.36 1.25
C -4.99 0.48 0.93 -1.15
C -0.99 -2.04 -4.41 -0.85
C -4.67 1.07 -0.44 -0.71
C 2.03 -3.43 0.70 -1.24
B 1.31 -1.04 1.79 0.65
B 2.13 2.14 3.69 0.50
H -1.04 -4.08 -1.74 0.38
H 2.55 -1.45 0.00 0.35
H -1.65 -0.41 1.36 -0.33
H -1.01 -4.10 -3.98 0.35
H -1.81 -0.11 -2.95 0.16
H -2.82 -1.69 1.42 0.81
H 0.58 -3.42 -3.84 0.43
H -1.46 -2.39 -1.86 -0.57
H -3.05 0.32 -4.16 0.60
H -2.97 -1.71 -5.13 0.55
H 1.46 -2.80 -1.94 0.70
H 6.59 5.37 -0.72 0.35
H -1.35 -1.87 0.41 -0.39
H -5.56 1.04 -1.06 0.30
H 0.63 3.50 3.29 0.19
H -5.73 1.10 1.45 0.42
H -0.86 -2.26 -5.47 0.37
H 0.42 0.81 3.26 0.21
H 4.74 6.66 0.18 0.29
H -2.92 -2.58 -3.61 0.45
H -5.44 -0.51 0.84 0.32
H 5.70 6.07 1.54 0.31
H 0.79 -4.69 -0.50 0.59
H -0.06 2.56 -1.18 0.26
H -2.86 -0.14 -0.41 -0.77
H -0.38 -1.15 -4.21 0.37
H 1.23 3.80 0.89 0.31
H -4.78 -0.16 -2.71 0.49
H -3.94 -1.53 -2.00 0.36
H 2.97 1.92 5.43 0.26
H 2.85 -3.87 0.11 0.50
H 0.50 -1.71 -0.97 -0.43
H 3.33 -1.95 1.47 0.35
H 3.61 1.21 1.20 0.17
H -0.11 -3.59 0.57 0.27
H 2.02 -4.00 1.63 0.25
H 1.67 4.00 4.44 0.20
H -2.84 1.21 -1.52 0.12
H 5.10 4.45 -0.98 0.30
H -4.09 0.43 1.53 0.22
H -4.43 2.13 -0.29 0.39
```

Summary:
E_HOMO   -0.19242 hartree
E_LUMO   2.26 eV
Net charge   -1
Energy above the lowest of the compared OMol25 structures with the same formula, charge and spin   0.0 kJ/mol
HOMO-LUMO gap   7.500 eV



No. 2
Computed, not measured: 18 unconnected molecules or ions with the total composition C20H41BCl34NO2 in a non-equilibrium geometry, with ωB97M-V/def2-TZVPD.

Geometry as XYZ:
```
99
Properties=species:S:1:pos:R:3:mulliken_charge:R:1
Cl -1.75 8.15 7.71 -0.12
Cl 1.80 -12.26 -3.23 -0.16
Cl -5.02 -2.68 2.26 -0.16
Cl -1.25 10.99 8.24 -0.15
Cl -4.33 -2.63 -7.74 -0.16
Cl 1.91 7.80 6.95 -0.17
Cl 1.72 -0.01 4.16 -0.18
Cl -2.52 -7.94 -8.11 -0.18
Cl -1.55 6.79 0.55 -0.15
Cl -0.31 -11.72 -1.26 -0.14
Cl -3.90 -4.88 -12.69 -0.15
Cl 0.15 -2.75 -4.19 -0.07
Cl -1.68 -3.77 -7.26 -0.18
Cl -1.64 9.71 0.70 -0.19
Cl 1.64 -1.25 -2.14 -0.10
Cl 0.55 -13.28 1.54 -0.12
Cl -5.27 -7.39 -13.31 -0.16
Cl -5.17 -6.79 -8.59 -0.19
Cl -2.36 -0.56 -0.72 -0.08
Cl -0.07 -2.99 0.61 -0.06
Cl -4.32 -4.72 0.29 -0.15
Cl -3.90 -2.00 -2.76 -0.19
Cl -0.87 -15.78 1.05 -0.16
Cl 0.19 -7.33 -2.81 -0.14
Cl 4.79 9.40 1.24 -0.22
Cl 3.02 7.33 2.31 -0.14
Cl -0.69 -5.70 -0.24 -0.07
Cl 9.31 9.30 0.13 -0.17
Cl 6.45 11.90 4.24 -0.16
Cl 7.78 7.77 -1.85 -0.16
Cl 1.96 10.20 5.28 -0.22
Cl 1.91 -8.88 -1.03 -0.14
Cl 0.14 -2.49 4.09 -0.22
Cl 6.46 9.31 5.60 -0.16
O -0.95 2.17 2.14 -0.31
O 0.70 6.14 3.20 -0.62
N 2.01 4.41 2.25 -0.66
C -3.71 -6.73 -7.60 0.33
C 5.68 10.89 5.48 0.25
C 1.11 -8.83 -2.61 -0.08
C -4.91 -3.07 0.55 0.35
C -1.80 9.45 8.91 -0.26
C -5.24 -5.96 -12.28 0.24
C -0.78 -14.32 2.04 -0.26
C 1.45 5.36 2.71 0.65
C 1.08 8.71 5.69 0.46
C 1.72 -2.47 -3.43 -0.37
C 0.44 2.33 1.74 -0.63
C -2.30 -1.75 -2.02 0.00
C -1.77 8.19 1.59 0.12
C 7.77 9.14 -0.73 0.34
C -0.75 -4.55 1.10 -0.35
C -1.55 3.45 2.32 -0.40
C 0.25 -0.79 3.58 0.27
C -2.87 -2.56 -6.75 -0.03
C 4.68 7.91 2.20 -0.06
C 0.92 -12.87 -1.82 -0.22
B 1.40 3.03 2.87 0.70
H 0.46 2.85 0.77 0.24
H 5.29 7.15 1.73 0.29
H -5.13 -6.27 -11.25 -0.17
H 2.27 2.30 3.27 -0.33
H -2.82 9.56 9.26 0.29
H -3.26 -5.74 -7.69 -0.29
H -1.04 4.19 1.68 0.01
H -2.43 -1.58 -6.84 0.32
H -1.45 3.72 3.38 0.26
H -1.16 9.18 9.74 0.26
H 1.86 -8.88 -3.38 0.27
H -1.00 8.17 2.36 -0.09
H 0.25 -0.77 2.50 -0.21
H -1.78 -4.40 1.39 0.14
H 0.09 8.97 6.03 0.02
H -2.75 8.13 2.04 0.29
H 0.77 3.38 3.85 -0.27
H 0.43 -9.66 -2.68 0.06
H 0.80 1.31 1.54 0.24
H 5.04 8.12 3.20 0.04
H -3.13 -2.76 -5.71 0.04
H 1.01 8.09 4.80 -0.12
H 4.64 10.75 5.21 -0.22
H -2.62 3.41 2.08 0.27
H -1.71 -13.77 1.93 0.26
H -4.22 -2.38 0.07 -0.37
H 2.07 -3.40 -3.00 0.27
H -1.95 -2.70 -1.62 0.08
H -0.17 -4.93 1.93 0.34
H -0.60 -0.26 3.97 0.27
H -3.98 -6.92 -6.57 0.30
H 6.98 9.00 -0.01 -0.25
H 7.60 10.05 -1.30 0.26
H -1.63 -1.40 -2.78 0.19
H -0.63 -14.61 3.07 0.30
H -5.89 -2.98 0.10 0.32
H 5.76 11.39 6.43 0.31
H 0.42 -13.79 -2.09 0.32
H 1.62 -13.04 -1.02 0.22
H 2.42 -2.12 -4.19 0.31
H -6.17 -5.42 -12.41 0.26
```

Summary:
E_HOMO   -0.18730 hartree
E_LUMO   1.35 eV
Net charge   -1
HOMO-LUMO gap   6.446 eV



No. 3
Computed, not measured: 7 unconnected molecules or ions with the total composition C20H41BF4N2O12PS2 in a non-equilibrium geometry, with ωB97M-V/def2-TZVPD.

Geometry as XYZ:
```
83
Properties=species:S:1:pos:R:3:mulliken_charge:R:1
S -2.71 -4.16 2.88 1.28
S 3.87 1.24 1.85 1.22
P -0.23 3.70 -0.78 0.43
F -0.21 -1.99 0.75 -0.38
F -1.21 -1.23 2.66 0.14
F -0.73 0.22 0.85 -0.05
F -2.39 -1.30 0.65 -0.33
O -0.14 -5.19 -2.86 -0.86
O -0.07 -2.45 -2.45 -0.74
O -0.72 2.63 -1.62 -0.86
O 3.78 0.75 3.21 -0.77
O -1.17 4.11 0.41 -0.32
O 1.15 3.36 -0.17 0.34
O 4.38 2.57 1.65 -0.65
O -1.59 -4.31 1.98 -0.92
O -0.31 -1.76 -7.00 -0.67
O -0.64 -4.48 -7.41 -0.66
O -4.06 -4.45 2.49 -0.77
O -0.05 5.09 -1.51 -0.51
N -1.50 -0.16 -1.85 0.05
N -1.02 -4.14 -0.68 -0.02
C -0.13 -2.92 -3.66 0.66
C -0.28 -4.89 -5.18 -0.78
C 4.12 -0.23 -0.40 -0.78
C 2.31 0.81 0.99 0.54
C -0.28 5.16 -2.93 -0.17
C -0.28 -4.05 -6.33 0.26
C -0.20 -2.55 -6.09 0.16
C -0.46 6.64 -3.28 -1.28
C 2.75 0.43 -0.42 0.01
C -0.19 -2.09 -4.74 -0.71
C 4.85 0.03 0.93 -0.77
C -2.52 -2.55 3.63 0.17
C -1.71 -2.68 4.89 -0.59
C 1.85 4.28 0.71 -0.39
C -1.41 3.13 1.44 0.50
C -1.95 3.73 2.71 -1.42
C -2.40 -5.05 4.42 -0.78
C -2.10 -4.02 5.49 -0.68
C -0.14 -4.44 -3.89 0.68
C 3.03 4.91 -0.04 -1.19
B -1.12 -1.07 1.31 -0.28
H 2.11 -0.11 1.55 0.14
H 1.45 1.43 1.17 -0.61
H -2.28 2.85 3.28 0.38
H 2.83 4.85 -1.10 0.25
H 2.05 -0.23 -0.93 0.22
H 4.12 -1.31 -0.52 0.27
H -1.76 -4.53 -1.26 0.39
H -1.11 0.78 -1.99 0.41
H 0.52 4.76 -3.55 0.33
H -1.29 -0.41 -0.86 -0.03
H -3.53 -2.23 3.90 0.34
H -0.96 -0.86 -2.43 0.30
H 4.69 -0.76 1.68 0.35
H -0.82 6.77 -4.30 0.38
H -1.26 -4.14 0.34 0.41
H -1.14 4.18 3.28 0.33
H -2.22 -1.85 2.85 -0.39
H -0.47 2.63 1.67 -0.12
H 2.21 3.69 1.54 0.42
H -1.96 -1.84 5.54 0.37
H -3.26 -5.67 4.67 0.34
H 5.90 0.30 1.00 0.49
H 4.79 0.23 -1.13 0.35
H -0.17 -4.67 -0.86 0.40
H -2.82 4.36 2.58 0.35
H -0.44 -5.96 -5.29 0.38
H -1.56 -5.73 4.25 0.35
H 3.13 5.94 0.32 0.34
H 3.95 4.38 0.20 0.28
H -3.04 -3.93 6.05 0.28
H -0.38 -1.03 -4.57 0.29
H 2.82 1.40 -0.93 0.03
H 0.43 7.25 -3.11 0.30
H -1.46 -4.34 6.31 0.41
H -1.21 4.66 -3.20 0.29
H 1.13 5.02 1.07 0.53
H -0.87 -3.17 -1.00 0.13
H -2.48 -0.17 -2.07 0.38
H -2.04 2.36 1.00 0.23
H -0.63 -2.57 4.76 0.27
H -1.15 7.04 -2.53 0.31
```

Summary:
E_HOMO   -0.13207 hartree
E_LUMO   1.91 eV
Net charge   -1
HOMO-LUMO gap   5.502 eV



> The lowest E_LUMO belongs to which entry?

C20H41BCl34NO2